Record 1
9
Properties=species:S:1:pos:R:3 method="wB97M-V/def2-TZVPD" lumo_ev=0.84 e_tot_ha=-192.12701 smiles=CO.O gap_ev=11.24 relative_energy_kcal_mol=19.6
C 0.737 -0.041 -0.514
O -0.259 0.442 -1.384
H 1.390 -0.835 -0.915
H 0.185 -0.443 0.351
H 1.370 0.795 -0.171
H -0.347 -0.179 -2.137
O -1.357 -0.104 1.468
H -0.627 0.249 0.911
H -1.092 0.116 2.391

---

Record 2
15
Properties=species:S:1:pos:R:3 method="wB97M-V/def2-TZVPD" lumo_ev=0.94 e_tot_ha=-304.73501 smiles="C=C1C=CN(C)N1" gap_ev=7.77 relative_energy_kcal_mol=63.1
C -0.504 2.435 -0.554
C -0.044 1.274 -0.039
C 1.097 0.843 0.747
C 1.152 -0.501 0.635
N 0.143 -0.992 -0.184
C -0.535 -2.244 0.094
N -0.709 0.114 -0.409
H -0.851 2.485 -1.576
H -0.294 3.404 -0.161
H 1.835 1.505 1.176
H 1.880 -1.202 1.037
H 0.225 -3.011 0.272
H -1.114 -2.522 -0.790
H -1.212 -2.188 0.956
H -1.143 0.351 -1.315

---

Record 3
19
Properties=species:S:1:pos:R:3 method="wB97M-V/def2-TZVPD" lumo_ev=1.10 e_tot_ha=-198.83092 smiles=CCC.CC gap_ev=12.02 relative_energy_kcal_mol=36.5
C -2.044 -1.812 -1.943
C -1.146 -1.785 -0.565
C 0.300 -1.253 -0.685
H -1.786 -2.720 -2.350
H -1.813 -0.886 -2.449
H -3.097 -1.938 -1.721
H -1.741 -1.216 0.176
H -1.142 -2.844 -0.165
H 0.403 -0.521 -1.615
H 0.383 -0.601 0.172
H 1.043 -1.853 -0.716
C 0.703 2.662 1.666
C 1.917 1.848 1.341
H 0.590 2.610 2.738
H 0.698 3.660 1.143
H -0.169 2.093 1.319
H 2.915 2.183 1.578
H 2.121 1.498 0.306
H 1.862 0.875 1.771

---

Record 4
10
Properties=species:S:1:pos:R:3 method="wB97M-V/def2-TZVPD" lumo_ev="-0.80 / -1.20" e_tot_ha=-230.65260 gap_ev="7.58 / 7.47" relative_energy_kcal_mol=140.6
C 1.471 -0.615 0.136
C -0.494 1.896 -0.054
C 1.798 0.519 -0.430
C 0.107 -0.529 0.644
C -1.075 -0.730 -0.160
C -0.654 0.637 0.334
H 1.791 -1.635 0.217
H -0.077 2.765 0.396
H -0.858 -0.990 -1.240
H -2.010 -1.318 0.157

---

Record 5
91
Properties=species:S:1:pos:R:3 method="wB97M-V/def2-TZVPD" total_charge=-2 spin_multiplicity=4 s_squared=3.81 lumo_ev="3.72 / 3.69" e_tot_ha=-3862.76800 gap_ev="2.51 / 5.01" relative_energy_kcal_mol=44.5
V 0.078 -0.079 -0.043
C 3.288 2.214 1.814
O 2.463 3.378 1.890
C 1.161 3.217 2.290
C 0.641 4.266 3.056
C -0.666 4.205 3.528
C -1.445 3.093 3.240
C -0.947 2.028 2.449
C -1.772 0.892 2.205
N -1.532 -0.025 1.242
N -2.386 -1.095 1.192
C -1.792 -2.072 0.536
O -0.562 -1.985 0.085
C -2.516 -3.333 0.390
C -1.870 -4.443 -0.170
C -2.525 -5.665 -0.286
C -3.838 -5.818 0.144
C -4.490 -4.713 0.697
C -3.843 -3.493 0.816
C 0.397 2.110 1.942
O 0.920 1.140 1.201
H 4.314 2.586 1.801
H 3.092 1.621 0.925
H 3.141 1.573 2.687
H 1.289 5.109 3.269
H -1.068 5.019 4.122
H -2.459 3.018 3.625
H -2.641 0.730 2.838
H -0.847 -4.311 -0.502
H -1.999 -6.511 -0.717
H -4.343 -6.773 0.060
H -5.515 -4.809 1.041
H -4.343 -2.639 1.254
C 3.574 -0.847 -2.668
C 2.184 -0.490 -2.197
N 1.897 -0.478 -0.941
N 3.096 -0.703 -0.180
C 3.015 -1.139 1.050
S 1.782 -1.623 2.106
S 4.776 -1.293 1.637
C 4.737 -3.047 2.018
C 4.940 -3.880 0.780
C 6.199 -4.273 0.344
C 6.351 -5.010 -0.827
C 5.237 -5.356 -1.581
C 3.977 -4.960 -1.158
C 3.830 -4.229 0.017
C 1.182 -0.181 -3.262
C 1.655 0.224 -4.515
C 0.835 0.429 -5.612
C -0.534 0.160 -5.467
C -1.043 -0.233 -4.255
C -0.227 -0.350 -3.085
O -0.765 -0.610 -1.960
H 4.025 -1.586 -2.012
H 4.229 0.029 -2.631
H 3.540 -1.222 -3.688
H 3.741 -3.208 2.442
H 5.480 -3.253 2.791
H 7.071 -3.987 0.925
H 7.340 -5.305 -1.155
H 5.351 -5.925 -2.496
H 3.101 -5.210 -1.745
H 2.846 -3.899 0.342
H 2.716 0.404 -4.633
H 1.248 0.767 -6.555
H -1.201 0.269 -6.317
H -2.098 -0.459 -4.140
C -5.135 1.121 -1.184
N -3.951 1.996 -1.010
C -3.824 2.470 0.402
C -2.698 1.262 -1.470
C -1.533 2.204 -1.586
C -1.708 3.406 -2.283
C -0.648 4.282 -2.461
C 0.598 3.913 -1.957
C 0.753 2.704 -1.291
C -0.299 1.793 -1.057
H -6.019 1.630 -0.804
H -4.943 0.211 -0.618
H -5.244 0.884 -2.239
H -4.031 2.820 -1.600
H -3.802 1.591 1.038
H -4.677 3.112 0.624
H -2.883 3.003 0.509
H -2.967 0.804 -2.423
H -2.537 0.483 -0.731
H -2.669 3.671 -2.736
H -0.784 5.219 -2.989
H 1.451 4.572 -2.085
H 1.739 2.453 -0.908

---

Record 6
16
Properties=species:S:1:pos:R:3 method="wB97M-V/def2-TZVPD" lumo_ev=0.16 e_tot_ha=-379.79591 gap_ev=9.33 relative_energy_kcal_mol=183.4
C -1.056 0.318 0.456
C -0.739 1.781 -0.078
C 0.730 1.643 -0.246
C 1.724 0.955 0.383
C 1.337 -0.598 0.496
H -0.976 0.444 1.716
H -1.975 0.067 -0.031
H -1.251 2.169 -1.107
H -0.753 2.648 1.175
H 1.091 2.665 -0.330
H 2.717 1.183 0.316
H 2.013 -1.356 0.038
H 1.550 -0.760 1.653
N -0.305 -1.785 -0.515
N -0.110 -0.558 0.102
O -1.435 -1.906 -0.826

---

Record 7
11
Properties=species:S:1:pos:R:3 method="wB97M-V/def2-TZVPD" lumo_ev="-1.29 / -1.28" e_tot_ha=-645.37623 smiles="CC=C=O.N=S" gap_ev="7.34 / 7.33" relative_energy_kcal_mol=85.0
C 1.523 0.504 -0.330
C 0.632 -0.263 0.599
C 0.480 -0.065 1.860
O 0.408 0.133 2.996
H 0.881 0.832 -1.179
H 2.366 -0.051 -0.734
H 1.987 1.403 0.159
H -0.179 -0.892 0.197
N 3.860 2.706 -1.059
S 3.504 3.526 0.149
H 4.775 2.774 -1.417

---

Record 8
98
Properties=species:S:1:pos:R:3 method="wB97M-V/def2-TZVPD" total_charge=-1 spin_multiplicity=2 s_squared=0.75 lumo_ev="1.88 / 1.41" e_tot_ha=-12359.96321 gap_ev="7.87 / 7.40"
B -28.068 15.511 -22.130
F -27.800 14.363 -22.894
F -27.130 15.588 -21.109
F -28.106 16.650 -22.951
F -29.352 15.194 -21.739
C -24.608 18.411 -20.913
C -24.465 18.539 -22.405
O -24.600 17.308 -23.105
H -25.552 17.967 -20.596
H -24.706 19.349 -20.368
H -23.825 17.835 -20.420
H -23.572 19.075 -22.728
H -25.346 19.050 -22.794
C -24.084 16.129 -16.503
C -22.665 16.321 -16.578
C -22.315 15.770 -17.938
O -23.522 15.922 -18.683
C -24.427 16.678 -17.891
H -24.650 16.667 -15.744
H -24.417 15.095 -16.418
H -22.181 15.797 -15.754
H -22.366 17.358 -16.424
H -22.150 14.697 -17.836
H -21.466 16.266 -18.407
H -25.490 16.529 -18.084
H -24.266 17.738 -18.089
C -29.625 20.945 -23.162
C -28.601 22.111 -23.450
C -27.477 21.453 -24.201
O -27.814 20.112 -24.273
C -28.774 19.716 -23.260
H -30.447 20.847 -23.872
H -30.073 21.057 -22.175
H -28.320 22.536 -22.486
H -29.187 22.765 -24.096
H -26.595 21.474 -23.561
H -27.265 21.748 -25.229
H -28.239 19.569 -22.322
H -29.358 18.807 -23.408
C -24.570 24.704 -21.723
C -23.410 23.843 -22.242
C -23.921 22.454 -21.905
O -24.984 22.511 -20.964
C -25.594 23.782 -21.260
H -24.969 25.441 -22.420
H -24.330 25.485 -21.002
H -22.544 24.045 -21.612
H -23.202 23.971 -23.304
H -23.173 21.864 -21.376
H -24.197 21.819 -22.747
H -26.122 24.062 -20.348
H -26.343 23.663 -22.043
Br -27.656 18.144 -18.312
C -27.604 19.842 -19.196
C -28.569 20.859 -18.493
Br -28.787 22.275 -19.796
H -27.846 19.556 -20.220
H -26.546 20.101 -19.191
H -28.199 21.309 -17.571
H -29.509 20.310 -18.444
Br -19.118 20.322 -23.402
C -20.137 19.002 -24.548
C -19.627 19.114 -26.006
Br -20.566 17.923 -27.244
H -21.194 19.268 -24.519
H -20.032 17.986 -24.169
H -18.602 18.747 -25.949
H -19.591 20.118 -26.429
N -21.769 16.235 -23.223
C -21.322 16.328 -21.883
C -20.172 15.538 -21.779
C -19.877 15.066 -23.020
C -20.861 15.446 -23.893
H -22.593 16.665 -23.620
H -21.845 16.934 -21.157
H -19.604 15.320 -20.887
H -19.078 14.355 -23.175
H -21.012 15.402 -24.962
N -21.315 20.170 -17.870
C -20.283 19.232 -17.838
C -20.020 18.687 -19.080
C -21.008 19.237 -19.846
C -21.744 20.175 -19.105
H -21.643 20.663 -17.051
H -19.813 19.073 -16.879
H -19.278 17.992 -19.444
H -21.093 19.152 -20.920
H -22.641 20.748 -19.289
N -25.274 20.392 -27.100
C -25.255 19.419 -28.053
C -24.366 18.388 -27.596
C -23.937 18.792 -26.305
C -24.542 20.016 -26.038
H -25.805 21.252 -27.081
H -25.891 19.495 -28.923
H -24.175 17.487 -28.160
H -23.297 18.397 -25.529
H -24.593 20.610 -25.138

---

Record 9
16
Properties=species:S:1:pos:R:3 method="wB97M-V/def2-TZVPD" spin_multiplicity=3 s_squared=2.01 lumo_ev="0.86 / -2.11" e_tot_ha=-826.54627 gap_ev="6.30 / 7.14"
C 0.153 0.606 2.367
C 0.953 0.163 1.273
C -1.129 0.829 1.933
C 0.249 0.293 0.124
C -1.069 0.660 0.469
Si 0.834 -0.055 -1.591
P -0.694 -1.814 -2.103
H 0.560 0.733 3.381
H 2.102 0.029 1.173
H -1.774 1.311 2.527
H -1.951 0.033 0.032
H -1.208 1.719 -0.003
H 0.818 0.837 -2.674
H 2.300 -0.686 -1.344
H -0.273 -1.726 -3.519
H 0.130 -2.933 -2.045

---

Record 10
16
Properties=species:S:1:pos:R:3 method="wB97M-V/def2-TZVPD" lumo_ev=0.82 e_tot_ha=-437.91600 smiles="N=C=C[C@H]1[C@H]2OCO[C@@H]12" gap_ev=9.20 relative_energy_kcal_mol=95.2
N -0.235 3.731 -0.254
C -0.056 2.562 -0.653
C 0.261 1.294 -0.723
C -0.785 0.260 -0.217
C -0.745 -1.340 -0.279
O 0.452 -2.029 -0.661
C 1.413 -1.790 0.430
O 0.779 -1.087 1.502
C -0.542 -0.744 1.043
H -0.943 4.135 -0.859
H 1.141 0.811 -1.094
H -1.836 0.633 -0.229
H -1.634 -1.836 -0.727
H 2.228 -1.250 0.040
H 1.699 -2.776 0.759
H -1.196 -0.574 1.923

---

Record 11
63
Properties=species:S:1:pos:R:3 method="wB97M-V/def2-TZVPD" total_charge=+1 spin_multiplicity=5 s_squared=6.05 lumo_ev="-4.28 / -3.25" e_tot_ha=-3016.75153 gap_ev="7.01 / 8.28" relative_energy_kcal_mol=0.0
Mn -0.354 0.123 0.068
C -1.772 0.641 -2.595
C -2.814 0.824 -1.500
N -2.213 1.162 -0.175
C -1.986 2.630 -0.023
C -3.247 3.472 0.118
C -3.005 0.619 0.959
C -2.905 -0.884 0.978
N -1.511 -1.230 0.697
C -1.094 -2.566 0.791
C 0.178 -2.860 1.280
F 0.956 -1.839 1.703
C 0.667 -4.138 1.385
F 1.900 -4.320 1.866
C -0.107 -5.216 1.019
C -1.370 -4.954 0.543
F -2.155 -5.958 0.152
C -1.857 -3.665 0.428
F -3.081 -3.496 -0.092
H -2.261 0.317 -3.516
H -1.054 -0.137 -2.329
H -1.223 1.561 -2.805
H -3.387 -0.093 -1.392
H -3.512 1.612 -1.777
H -1.400 2.958 -0.877
H -1.368 2.769 0.863
H -3.928 3.365 -0.728
H -2.951 4.521 0.163
H -3.792 3.244 1.034
H -4.052 0.924 0.891
H -2.588 1.042 1.874
H -3.592 -1.330 0.264
H -3.197 -1.249 1.964
H 0.259 -6.231 1.101
O 3.219 4.400 1.948
C 2.867 3.661 2.991
O 3.288 3.847 4.099
C 1.886 2.554 2.754
C 1.416 1.757 3.774
N 0.564 0.876 3.231
N 0.446 1.043 1.913
C 1.246 2.058 1.610
C 1.332 2.393 0.160
O 2.024 3.295 -0.252
O 0.616 1.596 -0.598
H 2.809 4.085 1.115
H 1.647 1.788 4.831
H 0.072 0.125 3.686
C 1.547 -1.661 -3.640
N 2.472 -1.174 -2.606
C 3.881 -1.015 -2.996
C 2.049 -0.874 -1.392
C 3.042 -0.363 -0.393
O 0.829 -1.039 -1.093
H 1.841 -2.662 -3.955
H 1.581 -0.995 -4.500
H 0.542 -1.696 -3.246
H 3.954 -1.164 -4.069
H 4.517 -1.749 -2.503
H 4.245 -0.016 -2.766
H 3.919 -1.007 -0.344
H 2.582 -0.324 0.591
H 3.378 0.637 -0.679

---

Record 12
17
Properties=species:S:1:pos:R:3 method="wB97M-V/def2-TZVPD" total_charge=+1 lumo_ev=-5.20 e_tot_ha=-1655.91894 gap_ev=8.42 relative_energy_kcal_mol=15.9
C -1.101 1.078 1.053
C -1.044 0.158 -0.033
C -2.225 -0.719 -0.279
P 2.802 -0.156 -0.919
S 4.075 -1.044 0.482
S 0.510 -1.069 0.053
S 2.902 1.769 -0.152
H -0.279 1.945 1.114
H -1.183 0.541 1.997
H -2.114 1.580 1.151
H -0.774 0.688 -0.915
H -2.468 -1.603 0.430
H -2.327 -1.339 -1.120
H -3.062 0.027 -0.396
H 3.999 -2.191 -0.419
H -0.025 -1.889 -0.830
H 2.314 2.224 -1.217